This record from the Open Molecules 2025 dataset describes a molecular structure, C35H26F3IOPdSSb. The level of theory is wB97M-V/def2-TZVPD.

```
69
Properties=species:S:1:pos:R:3
Pd 1.7685 -0.0892 -0.4246
I 3.5308 0.0771 1.8882
C 4.2060 1.8568 0.8625
C 5.4452 2.3327 1.1952
C 5.9153 3.5080 0.5958
C 5.1157 4.2071 -0.2677
C 3.8118 3.7644 -0.5677
C 2.9383 4.5404 -1.3576
C 1.6526 4.1371 -1.5967
C 1.2062 2.8967 -1.1207
C 2.0564 2.0654 -0.4221
C 3.3431 2.5200 -0.0358
H 6.0589 1.8217 1.9205
H 6.9042 3.8640 0.8376
H 5.4618 5.1225 -0.7223
H 3.2950 5.4829 -1.7405
H 0.9767 4.7658 -2.1554
H 0.1753 2.6066 -1.3076
F -3.1300 0.6984 -5.0829
C -2.5910 0.5788 -3.8638
C -1.2110 0.5631 -3.7411
C -0.6634 0.4190 -2.4804
C -1.4827 0.3173 -1.3607
C -2.8644 0.3359 -1.5106
C -3.4275 0.4687 -2.7669
Sb -0.5883 0.0563 0.5848
C -1.7488 1.4365 1.7340
C -2.3818 2.5067 1.1212
C -2.9854 3.4876 1.8837
C -2.9287 3.3909 3.2624
F -3.4911 4.3494 4.0066
C -2.2945 2.3359 3.8951
C -1.6944 1.3630 3.1207
C -1.5211 -1.9431 0.9266
C -1.3395 -4.0351 0.4726
C -2.4524 -4.7723 1.1198
C -3.4074 -4.1773 1.8428
F -4.3631 -4.9522 2.3897
C -3.5585 -2.7742 2.1490
C -2.7327 -1.7924 1.7776
H -0.5962 0.6687 -4.6210
H 0.4356 0.3808 -2.3865
H -3.5004 0.2479 -0.6393
H -4.4959 0.4972 -2.9056
H -2.4128 2.5730 0.0431
H -3.4859 4.3248 1.4246
H -2.2636 2.2966 4.9726
H -1.1825 0.5380 3.6006
H -0.7029 -4.7219 -0.0875
H -2.4859 -5.8460 1.0128
H -4.4241 -2.5364 2.7525
H -2.9559 -0.7898 2.1208
C 3.3752 -3.9943 -1.3969
S 3.0701 -2.4515 -0.4807
O 3.1545 -1.4039 -1.5452
C 1.2646 -2.6501 -0.2294
C 0.4595 -2.4685 -1.4218
C -0.8798 -2.5349 -1.4897
C -1.7913 -2.7935 -0.3429
C -0.5727 -3.0707 1.4260
C 0.8493 -2.9094 1.0237
H 2.7058 -4.0595 -2.2455
H 3.2465 -4.8336 -0.7257
H 4.4029 -3.9452 -1.7416
H 1.0213 -2.3057 -2.3408
H -1.3497 -2.4371 -2.4583
H -2.8311 -2.8013 -0.6687
H -0.6565 -3.2878 2.4910
H 1.5977 -3.0290 1.7992
```

Results
ΔE to the lowest compared entry with this formula, charge and spin in kcal/mol: 13.2
Net charge: +1
HOMO energy (spin up / spin down) in eV: -10.167 / -10.620
Multiplicity: 3

How is the electron density shared among the atoms? According to Löwdin, the charges in e are: 0.45, 1.04, -0.54, -0.14, -0.06, -0.01, -0.16, -0.02, -0.06, -0.12, -0.16, -0.25, 0.10, 0.11, 0.12, 0.12, 0.11, 0.07, 0.09, -0.27, 0.01, -0.16, -0.38, -0.11, 0.01, 1.62, -0.38, -0.11, 0.01, -0.27, 0.09, 0.01, -0.13, -0.39, -0.17, 0.04, -0.27, 0.07, 0.01, -0.07, 0.13, 0.08, 0.11, 0.13, 0.10, 0.13, 0.13, 0.11, 0.15, 0.13, 0.13, 0.08, -0.20, 0.83, -0.59, -0.46, -0.14, -0.04, -0.20, -0.20, -0.07, 0.06, 0.06, 0.06, 0.11, 0.13, 0.16, 0.16, 0.12

=====

This record from the Open Molecules 2025 dataset describes a molecular structure, C15H19AsClN2O9PtS. The level of theory is wB97M-V/def2-TZVPD.

```
49
Properties=species:S:1:pos:R:3
Pt 0.1389 0.9295 -0.8158
O -2.2173 1.6088 -4.0897
Cl -1.3363 0.9335 -3.2636
O -0.8532 -0.2863 -3.7863
O -0.1862 1.7788 -2.9629
O -1.9393 0.6443 -1.9810
O -2.7299 0.4941 2.3515
C -1.9443 0.7600 1.4828
O -0.8479 0.2553 1.1671
C -2.3461 1.9898 0.5554
C -3.6716 2.3606 0.4485
C -3.9510 3.4233 -0.4000
C -2.9211 4.0528 -1.0804
C -1.6199 3.6148 -0.8870
N -1.3660 2.5927 -0.0797
H -4.4317 1.8282 0.9984
H -4.9709 3.7516 -0.5282
H -3.1184 4.8679 -1.7585
H -0.7768 4.0743 -1.3861
N 0.7194 -1.2470 -1.6911
C 0.5755 -2.3845 -0.8849
C 1.6274 -3.2967 -0.7520
C 1.4741 -4.4224 0.0433
C 0.2914 -4.5519 0.7228
C -0.7712 -3.6902 0.6310
C -0.6289 -2.5908 -0.1996
S 0.1136 -6.0392 1.8663
O -0.8872 -6.6878 1.0571
O -0.3166 -5.3311 3.0411
O 1.4353 -6.5889 1.8663
H -0.0042 -1.1629 -2.4207
H 1.6349 -1.2066 -2.1363
H 2.5474 -3.1493 -1.2993
H 2.2362 -5.1782 0.1340
H -1.6772 -3.8654 1.1879
H -1.4321 -1.8766 -0.3146
C 2.2591 0.3516 2.0621
As 2.0072 1.5671 0.5650
C 3.8330 1.7847 -0.1208
C 1.6901 3.2695 1.4549
H 3.0429 0.7355 2.7182
H 2.5411 -0.6395 1.7065
H 1.3267 0.2683 2.6200
H 4.4569 2.2341 0.6555
H 3.8354 2.4362 -0.9944
H 4.2641 0.8220 -0.3942
H 2.5276 3.4886 2.1244
H 0.7739 3.2019 2.0419
H 1.5933 4.0757 0.7252
```

Results
ΔE to the lowest compared entry with this formula, charge and spin in kcal/mol: 46.3
Net charge: +1
HOMO energy (spin up / spin down) in eV: -11.552 / -12.211
Multiplicity: 5

How is the electron density shared among the atoms? According to Löwdin, the charges in e are: 0.99, -0.22, 0.64, -0.29, -0.43, -0.39, 0.34, -0.49, -0.06, -0.18, 0.04, 0.01, 0.01, -0.09, 0.01, 0.13, 0.13, 0.13, 0.13, 0.03, -0.29, 0.01, -0.02, -0.18, -0.02, 0.00, 0.53, -0.14, -0.25, -0.25, 0.06, 0.12, 0.12, 0.13, 0.13, 0.11, -0.26, 0.98, -0.26, -0.27, 0.05, 0.03, 0.03, 0.04, 0.03, 0.03, 0.04, 0.03, 0.03

=====

This record from the Open Molecules 2025 dataset describes a molecular structure, CHFO2Yb. The level of theory is wB97M-V/def2-TZVPD.

```
6
Properties=species:S:1:pos:R:3
F -0.5427 1.7660 0.2849
O 0.6052 2.4251 -0.3281
Yb 2.2326 1.2220 0.4356
O 0.2974 -1.5103 -0.1215
C -0.7925 -1.7296 -0.1471
H -1.7999 -2.1732 -0.1238
```

Results
ΔE to the lowest compared entry with this formula, charge and spin in kcal/mol: 0.0
Net charge: +2
HOMO energy in eV: -17.711
Multiplicity: 1

How is the electron density shared among the atoms? According to Löwdin, the charges in e are: -0.26, -0.40, 1.66, 0.36, 0.41, 0.23

=====

This record from the Open Molecules 2025 dataset describes 2 unconnected molecules or ions with the total composition C3HI2NO2. The level of theory is wB97M-V/def2-TZVPD.

```
9
Properties=species:S:1:pos:R:3
C -0.1192 1.0506 -0.2697
C -0.8473 -0.7613 -1.8549
C 0.9470 -0.3540 1.4227
N 0.3863 0.4650 0.6544
O 0.0167 -0.6187 -2.5858
O -1.6531 -1.0335 -1.1124
I -1.8869 2.1007 -0.0833
I 2.4203 0.5680 2.6446
H 0.7363 -1.4168 1.1844
```

Results
ΔE to the lowest compared entry with this formula, charge and spin in kcal/mol: 5.3
HOMO energy in eV: -8.340
Multiplicity: 1

How is the electron density shared among the atoms? According to Löwdin, the charges in e are: -0.64, -0.57, -0.62, -0.25, 0.21, 0.17, 0.84, 0.77, 0.09

=====

This record from the Open Molecules 2025 dataset describes a molecular structure, C9H16N. The level of theory is wB97M-V/def2-TZVPD.

```
26
Properties=species:S:1:pos:R:3
C 1.6026 -0.3100 -1.5864
C 0.3540 0.1316 -2.3737
C -0.7975 -0.5198 -0.0027
C -0.1784 0.4929 -1.0258
C 0.4855 -0.5271 0.8288
C -2.1281 -0.1761 0.6761
C -0.4634 2.0581 -0.8914
C 0.5599 0.4540 2.0127
C 1.0817 -1.8883 1.0919
N 1.1176 0.1210 -0.4538
H 2.5491 -0.6588 -1.6962
H 0.3789 0.8938 -3.1664
H -0.1534 -0.6412 -2.8914
H -0.8965 -1.5096 -0.4629
H -1.9385 0.8495 1.1910
H -2.2535 -0.9376 1.4534
H -2.9843 -0.1320 -0.0154
H -1.1512 2.2042 -0.1325
H -0.9898 2.5276 -1.7351
H 0.4759 2.5038 -0.8933
H 1.5777 0.6742 2.2104
H 0.1278 -0.0578 2.7704
H 0.0563 1.3057 1.7696
H 2.0553 -1.8016 1.4122
H 1.0920 -2.6245 0.1625
H 0.4206 -2.4320 1.7479
```

Results
ΔE to the lowest compared entry with this formula, charge and spin in kcal/mol: 61.3
Net charge: +1
HOMO energy (spin up / spin down) in eV: -11.802 / -15.662
Multiplicity: 3

How is the electron density shared among the atoms? According to Löwdin, the charges in e are: 0.04, -0.01, -0.21, -0.29, -0.37, -0.01, 0.06, 0.06, 0.00, 0.13, 0.10, 0.14, 0.11, 0.16, 0.11, 0.10, 0.10, 0.04, 0.11, 0.08, 0.10, 0.08, 0.05, 0.06, 0.14, 0.10

=====

This record from the Open Molecules 2025 dataset describes 4 unconnected molecules or ions with the total composition C3H13NO3. The level of theory is wB97M-V/def2-TZVPD.

```
20
Properties=species:S:1:pos:R:3
C 1.9106 0.5172 -0.6968
C 1.4690 1.4597 0.1904
N 0.0744 1.8668 0.3816
C -0.5045 1.9405 1.7035
H 1.7429 0.4485 -1.7739
H 2.9076 -0.0271 -0.4732
H 2.0995 2.2656 0.5065
H -0.7102 1.1851 -0.1808
H 0.2443 1.6917 2.4543
H -1.3361 1.2567 1.9614
H -0.8210 2.9535 1.9667
O 0.9572 -2.0028 0.7011
H 0.9507 -0.9659 0.3934
H 1.3698 -2.0097 1.6024
O -1.7121 0.0333 -1.2672
H -1.1605 -0.7708 -1.3633
H -2.1161 0.2680 -2.1869
O -1.5865 -2.6431 -0.8490
H -0.9149 -2.4504 -0.1505
H -1.2962 -3.5162 -1.2895
```

Results
ΔE to the lowest compared entry with this formula, charge and spin in kcal/mol: 87.0
SMILES: C=CNC.O.O.O
HOMO energy in eV: -7.953
Multiplicity: 1

How is the electron density shared among the atoms? According to Löwdin, the charges in e are: -0.08, -0.20, -0.12, -0.17, 0.06, 0.08, 0.10, 0.15, 0.06, 0.08, 0.06, -0.16, 0.06, 0.05, -0.12, 0.01, 0.11, -0.11, 0.01, 0.10